## A
{"formula": "C8H16NO", "method": "the ωB97M-V functional and the def2-TZVPD basis", "total_charge": 1, "e_homo_ev": [-12.773, -12.774], "homo_lumo_gap_ev": [8.16, 8.16], "symbols": ["C", "C", "C", "C", "C", "C", "C", "C", "N", "O", "H", "H", "H", "H", "H", "H", "H", "H", "H", "H", "H", "H", "H", "H", "H", "H"], "xyz": [[-0.601, -0.509, -1.782], [-1.372, 0.770, 1.350], [1.036, -1.356, 0.701], [-0.259, 0.162, 1.077], [1.236, -0.048, 1.485], [1.601, 0.168, 2.985], [2.195, 0.774, 0.612], [-2.654, 0.349, -2.942], [-1.564, -0.555, -2.836], [-0.244, -0.855, 0.200], [-0.425, 0.390, -1.241], [0.191, -1.276, -1.965], [-2.162, 0.378, 0.645], [-1.550, 1.361, 2.234], [1.801, -1.731, -0.045], [0.903, -2.315, 1.308], [1.480, 1.339, 3.001], [2.595, -0.056, 3.193], [0.934, -0.315, 3.687], [3.328, 0.628, 0.781], [2.015, 1.828, 0.658], [2.042, 0.543, -0.453], [-2.755, 0.667, -3.995], [-3.749, -0.122, -2.818], [-2.509, 1.098, -2.243], [-1.513, -1.319, -3.597]], "mulliken_charge": [-0.049, -0.918, -0.700, 0.077, 1.667, -1.438, -1.506, -0.784, -0.107, -0.473, 0.311, 0.272, 0.210, 0.359, 0.308, 0.279, 0.321, 0.434, 0.379, 0.364, 0.401, 0.330, 0.324, 0.284, 0.321, 0.336]}

## B
{"formula": "C8H16NO", "method": "the ωB97M-V functional and the def2-TZVPD basis", "total_charge": 1, "e_homo_ev": -13.775, "homo_lumo_gap_ev": 10.41, "symbols": ["C", "C", "C", "C", "C", "C", "C", "C", "N", "O", "H", "H", "H", "H", "H", "H", "H", "H", "H", "H", "H", "H", "H", "H", "H", "H"], "xyz": [[1.601, 0.457, -0.055], [2.230, 1.447, 0.847], [1.194, 2.134, 1.833], [-0.182, 1.756, 1.346], [-1.141, -2.970, -1.316], [-1.553, 0.253, -1.345], [-0.036, -1.881, -1.066], [-0.675, -0.594, -0.369], [0.398, 0.164, 0.188], [-1.126, 1.217, 2.055], [2.358, -0.058, -0.794], [2.963, 0.753, 1.410], [2.723, 2.209, 0.215], [1.438, 1.863, 2.919], [1.217, 3.207, 1.664], [-0.656, 2.276, 0.460], [-1.848, -2.969, -0.556], [-1.790, -2.640, -2.140], [-0.773, -3.990, -1.567], [-1.081, 1.134, -1.778], [-2.550, 0.613, -0.966], [-1.813, -0.499, -2.095], [0.607, -1.455, -1.877], [0.663, -2.497, -0.400], [-1.411, -0.847, 0.430], [-0.756, 0.916, 2.953]], "mulliken_charge": [0.130, -0.617, -0.641, 0.017, -1.266, -1.266, -0.548, 0.244, -0.133, -0.389, 0.333, 0.301, 0.386, 0.355, 0.276, 0.444, 0.401, 0.353, 0.326, 0.355, 0.299, 0.342, 0.388, 0.341, 0.172, 0.396]}

Stability verdict: B, ahead by 233.5 kJ/mol

## A
{"formula": "C3H4NO3", "method": "the ωB97M-V functional and the def2-TZVPD basis", "total_charge": -1, "e_homo_ev": -4.329, "smiles": "O=CCNC(=O)[O-]", "homo_lumo_gap_ev": 8.16, "symbols": ["O", "C", "C", "N", "C", "O", "O", "H", "H", "H", "H"], "xyz": [[-0.156, 1.129, 2.547], [-0.488, 0.712, 1.461], [0.528, 0.392, 0.440], [0.140, 0.127, -0.899], [-0.096, -1.165, -1.517], [-0.543, -1.040, -2.672], [0.437, -2.100, -0.920], [-1.575, 0.436, 1.478], [1.196, 1.173, 0.329], [1.085, -0.465, 1.013], [-0.528, 0.800, -1.260]], "mulliken_charge": [-0.509, -0.003, -0.421, -0.272, 0.574, -0.758, -0.722, 0.369, 0.305, 0.244, 0.193]}

## B
{"formula": "C3H4NO3", "method": "the ωB97M-V functional and the def2-TZVPD basis", "total_charge": -1, "e_homo_ev": -2.311, "smiles": "[O-]C1=CCON1O", "homo_lumo_gap_ev": 6.43, "symbols": ["C", "C", "C", "N", "O", "O", "O", "H", "H", "H", "H"], "xyz": [[-0.485, 1.221, -0.170], [-0.793, 0.056, 0.751], [0.833, 0.808, -0.777], [0.021, -1.039, 0.385], [-0.628, -2.227, 0.038], [1.031, -0.614, -0.579], [-1.537, -0.155, 1.753], [-0.677, 2.290, 0.152], [0.989, 1.072, -1.924], [1.770, 1.444, -0.430], [-0.526, -2.856, 0.800]], "mulliken_charge": [-0.685, 0.389, -0.011, 0.088, -0.447, -0.321, -0.735, 0.169, 0.122, 0.087, 0.344]}

Stability verdict: A, ahead by 466.8 kJ/mol